{
  "formula": "C4H5N3",
  "method": "ωB97M-V/def2-TZVPD",
  "total_charge": 0,
  "de_lowest_ev": 4.4573,
  "homo_ev": -8.7,
  "lumo_ev": 0.45,
  "gap_ev": 9.15,
  "e_tot_ha": -319.54841,
  "species": ["C", "N", "H", "N", "C", "H", "H", "C", "C", "H", "H", "N"],
  "positions_angstrom": [[-1.4378, 0.7615, -0.8630], [-1.2426, 1.9054, -1.0756], [-0.1209, -1.6606, -1.4822], [-1.8415, -0.2781, 1.5091], [0.3886, -0.5031, 0.1991], [2.2623, -0.2100, 0.9080], [1.0448, 0.2827, 1.9630], [0.6496, -1.3492, -0.7997], [-1.0432, -0.2354, 0.6540], [1.6562, -1.6845, -1.0022], [-1.6345, 2.8322, -1.0078], [1.3189, 0.1390, 0.9973]]
}

=====

{
  "formula": "C18H23N3O3S",
  "method": "ωB97M-V/def2-TZVPD",
  "total_charge": 0,
  "de_lowest_ev": 1.8575,
  "homo_ev": -8.3,
  "lumo_ev": 0.61,
  "gap_ev": 8.90,
  "e_tot_ha": -1487.89210,
  "species": ["C", "H", "C", "H", "N", "H", "H", "H", "H", "N", "N", "H", "C", "C", "O", "H", "H", "H", "C", "H", "C", "C", "C", "H", "H", "C", "H", "C", "H", "C", "H", "C", "H", "H", "C", "H", "H", "C", "C", "S", "H", "H", "O", "O", "H", "C", "C", "C"],
  "positions_angstrom": [[-0.5455, -2.9062, -0.6242], [0.0808, -3.2059, 0.2165], [-1.7230, 2.6677, -1.1854], [-2.9017, 2.0356, 2.4216], [-1.4721, 0.2668, -1.5214], [4.2765, -0.9463, 4.7467], [-1.4029, 2.8545, -2.1978], [-2.2803, 0.1422, 0.9815], [5.5597, -1.2325, 3.5662], [-1.5495, -1.9730, -0.1482], [0.9143, -0.0603, -0.3183], [5.7061, 0.8158, 0.2170], [-2.2221, 1.1492, 0.6044], [-2.0609, 3.7310, -0.3688], [2.0326, 0.7821, -2.1262], [-2.8135, -3.5508, 0.4792], [5.2040, 0.4074, 4.0919], [5.8879, 1.2538, 1.9196], [4.1568, 0.0731, 1.4882], [-0.3213, -0.5904, -2.9758], [-0.3055, 0.3163, -2.3655], [-2.4485, -2.5760, 0.8179], [3.2227, 0.1962, 0.4706], [-1.0018, -3.7931, -1.0744], [-3.3003, -1.9151, 0.9522], [-2.4902, 3.5131, 0.9290], [-1.9942, 4.7372, -0.7550], [-2.5727, 2.2178, 1.4095], [2.1205, -1.1375, 3.8973], [1.0222, 0.3810, -1.5919], [-0.0029, -0.3817, -0.0287], [1.8956, -0.1576, 0.6761], [-1.9198, -2.7013, 1.7641], [-2.7572, 4.3464, 1.5606], [5.5807, 0.4626, 1.2366], [3.5227, 0.5708, -0.4939], [-0.3341, 1.1671, -3.0524], [3.7634, -0.4134, 2.7385], [-1.8037, 1.3640, -0.7044], [-2.3337, -1.1467, -1.4152], [6.2446, -0.3866, 1.3955], [0.0701, -2.4195, -1.3742], [-2.1234, -1.8541, -2.6381], [-3.6590, -0.8297, -1.0015], [0.4708, -0.9123, 2.0886], [1.5033, -0.6399, 1.9205], [2.4339, -0.7627, 2.9332], [4.7549, -0.5559, 3.8522]]
}

=====

{
  "formula": "C51H56BrF5N4O3PS2Sc",
  "method": "ωB97M-V/def2-TZVPD",
  "total_charge": 0,
  "de_lowest_ev": 2.1797,
  "homo_ev": -6.9,
  "lumo_ev": -0.03,
  "gap_ev": 6.82,
  "e_tot_ha": -7393.64795,
  "species": ["H", "H", "C", "C", "N", "H", "H", "C", "H", "C", "C", "H", "H", "Br", "H", "H", "H", "C", "H", "C", "C", "H", "H", "H", "H", "H", "C", "N", "C", "F", "H", "H", "C", "C", "H", "N", "H", "C", "H", "C", "C", "O", "H", "C", "C", "C", "H", "P", "H", "C", "H", "H", "C", "F", "C", "C", "H", "C", "O", "C", "H", "C", "H", "C", "H", "O", "H", "C", "H", "H", "C", "C", "C", "C", "H", "H", "C", "H", "C", "C", "H", "N", "F", "C", "H", "C", "F", "H", "H", "C", "H", "F", "H", "C", "S", "C", "H", "H", "C", "H", "C", "C", "H", "H", "S", "C", "C", "H", "Sc", "C", "H", "C", "C", "H", "H", "C", "C", "C", "H", "H", "H", "H", "C", "H"],
  "positions_angstrom": [[-3.6973, 1.5728, 2.3678], [0.9189, -3.9363, -4.4013], [2.2857, 3.8844, 0.8338], [5.0766, -0.9537, 1.5034], [1.5309, 1.3221, 5.6056], [-3.7509, -6.5488, 3.3953], [-2.0115, -7.5124, 2.0961], [0.8230, 5.5392, -0.0356], [2.0154, -0.6925, 5.6684], [-3.4997, -0.5304, 1.9250], [0.5754, 2.1211, 3.4865], [0.3008, -0.3327, 5.8874], [-2.7447, -5.2425, 4.0256], [1.4777, -2.1698, 0.6215], [-3.7946, -1.1810, 3.9852], [-0.0920, -4.6546, 1.0277], [-4.9487, 0.0325, 3.4230], [-1.5677, -6.5422, 1.8862], [-3.1124, -5.7396, -0.2277], [1.1946, -0.0625, 5.3163], [5.6102, 1.1033, 0.2700], [-5.1269, -1.6392, 2.9239], [-4.2736, -4.8816, 3.2262], [2.7577, 5.9680, 0.8226], [-0.7676, -0.4840, -1.3130], [2.2455, -1.9176, -4.0145], [-3.4053, -5.5338, 3.2122], [1.4495, 2.8873, 0.5205], [-0.0541, 4.5447, -0.3720], [4.1437, -1.7050, 2.1213], [-5.1377, 0.2656, 0.7475], [0.7046, 3.2090, 5.3873], [1.5992, 1.8199, -2.8879], [1.1189, 4.3496, -3.9274], [-2.3424, 1.2244, 1.3228], [1.4199, 0.9760, 3.0664], [-3.1939, 2.4285, -8.0298], [-2.8305, 2.4897, -4.0362], [3.0133, 2.6898, 5.1523], [-2.9531, 2.5268, -5.4168], [-4.3344, -0.4582, 0.6352], [-2.7965, 2.9929, -0.3971], [-3.9132, -3.1011, 2.1442], [2.1306, 4.1616, -2.9990], [-4.3977, -0.8599, 3.1355], [0.3743, 3.2679, -4.3621], [-1.0177, 4.7740, -0.7948], [1.8397, 0.3007, -1.9052], [-3.2155, 3.4637, -5.8863], [-2.3654, 0.1472, -4.1759], [3.5897, 1.0684, 5.5452], [3.1723, 2.7698, -1.7629], [-2.7484, 1.4005, -6.2019], [8.6314, -0.9018, 0.8331], [-0.7782, -3.8546, 1.2507], [2.8065, 1.2483, 3.5099], [-0.4553, 1.8759, 5.4122], [2.3735, 2.9059, -2.4816], [-0.5408, -0.2290, 1.2345], [7.3475, -0.5195, 0.8679], [-0.8302, -6.3350, 2.6580], [-2.7943, 1.4736, -7.6984], [-3.4017, 0.6712, -8.1116], [-2.4823, 1.3021, -3.4029], [-3.0025, 3.3809, -3.4517], [-2.2314, 1.2208, -2.0607], [-2.0727, -2.5289, -1.6925], [-0.3889, -1.2489, -1.9883], [4.2453, 0.5974, -1.9698], [3.2175, 3.5810, 1.2947], [6.9567, 0.6560, 0.2681], [0.9640, -0.2335, 3.7952], [-2.4610, -1.6340, 1.7316], [1.2998, -2.0299, -3.5054], [1.5181, -1.0986, 3.4159], [-1.0651, -6.6113, 0.9253], [-2.8855, -2.9492, 1.8570], [-3.7115, -0.1309, -0.1951], [0.8417, -1.0577, -2.6197], [0.5455, -3.1719, -3.7327], [1.0175, 3.0326, 3.0727], [-0.4358, 2.1325, -0.5107], [6.8124, -2.4447, 2.1555], [-2.8999, 0.8558, 2.1814], [-4.7678, -1.4254, 0.3842], [0.6031, 2.0068, -3.8359], [7.8849, 1.4015, -0.3469], [3.6824, -0.2274, -3.4325], [-0.3949, 3.4011, -5.1068], [-1.1351, -2.3910, -2.2113], [-0.4252, 1.9991, 3.0572], [3.3280, 0.5074, 0.8190], [-0.0983, -0.3815, 3.5849], [3.5637, -0.1638, -2.3512], [-1.7760, 2.6931, -1.3771], [0.2923, 3.1932, -0.1302], [-2.3838, -0.7084, -6.1219], [2.7221, 4.9979, -2.6612], [-3.6369, -5.7691, 0.7246], [-2.2598, 0.8341, 3.0621], [-0.3473, -2.5543, 1.1193], [-0.6584, -3.3677, -3.0736], [0.9008, 5.3364, -4.3067], [-4.0745, -6.7574, 0.8479], [5.1517, 2.5885, -0.3807], [4.6970, 0.2121, 0.8672], [0.5181, 2.1931, 5.0305], [0.5658, 6.5665, -0.2398], [0.9119, 0.7604, 0.6000], [-1.1127, -1.4008, 1.3577], [3.8045, -1.1216, -1.8851], [-2.0860, -4.0742, 1.6605], [2.8203, 1.6261, 5.0065], [-2.1568, -0.7904, -3.6878], [3.2212, 2.0521, 2.8986], [6.4132, -1.3277, 1.5241], [-2.6607, -5.4687, 1.8705], [2.0364, 5.2100, 0.5706], [3.3919, 0.3427, 3.3456], [-1.7936, 1.3745, -8.1210], [-4.4411, -5.0377, 0.6965], [-1.2239, -4.2774, -3.2288], [-2.4919, 0.1997, -5.5502], [0.0000, 1.1718, -4.1610]]
}

=====

{
  "formula": "C18H18F5LuO2Te",
  "method": "ωB97M-V/def2-TZVPD",
  "total_charge": 0,
  "homo_ev": -8.0,
  "lumo_ev": -3.79,
  "gap_ev": 4.19,
  "e_tot_ha": -2850.01007,
  "species": ["F", "H", "C", "H", "C", "H", "C", "H", "H", "H", "F", "H", "H", "H", "C", "C", "C", "C", "F", "H", "C", "F", "O", "C", "F", "C", "H", "C", "H", "C", "H", "Lu", "C", "H", "H", "Te", "C", "C", "C", "H", "O", "C", "H", "C", "H"],
  "positions_angstrom": [[-0.4111, 3.2816, 1.9629], [1.5515, -0.8155, 2.6431], [-0.8953, 3.6388, -0.5543], [1.8095, -0.2193, -1.6302], [-0.9739, -4.9308, -3.3411], [0.5041, -6.0532, -0.4653], [0.4060, 3.3858, -1.0799], [-0.3996, -0.9530, -2.5506], [-1.4962, -5.3017, -4.2389], [0.7081, 1.2749, 4.1816], [0.1835, 5.4509, 3.1401], [-1.8464, 1.8082, 3.5443], [-1.2306, 4.5728, -0.1116], [-2.6374, 0.0365, 1.6488], [0.1558, -5.3463, -1.2225], [0.3117, -3.9683, -1.0142], [-0.4586, -5.8316, -2.3889], [0.5742, -0.3319, 2.6047], [3.3510, 4.8249, 2.9775], [-0.6152, -1.6962, 1.2823], [-1.6425, 0.1153, 2.0842], [1.5349, 5.1161, 0.8118], [0.2319, -0.9646, -0.4492], [1.4062, -1.1631, -1.2667], [1.4738, 3.2602, 4.2126], [-0.5499, -0.7635, 1.8356], [-1.2665, -2.8526, -3.8414], [-1.6999, 2.4878, -0.7668], [1.2168, 1.6681, -2.2594], [-0.1891, -3.0510, -1.9610], [-1.3057, 0.6564, -1.9772], [0.1737, 1.5495, 0.9604], [-0.8490, -3.5609, -3.1181], [-0.5814, -6.9053, -2.5564], [2.0987, -1.9255, -0.9035], [1.5790, 4.1766, 2.5025], [-1.2183, 1.0579, 3.0609], [-0.9193, 1.5568, -1.5119], [0.1214, -1.6225, -1.8630], [0.7871, -3.5937, -0.1069], [1.9724, 2.5800, 1.5776], [0.3942, 2.0972, -1.6877], [-2.7449, 2.3903, -0.4832], [0.1440, 0.7812, 3.3917], [1.2417, 4.0825, -1.0728]]
}

=====

{
  "formula": "C8H9N2O3",
  "method": "ωB97M-V/def2-TZVPD",
  "total_charge": 1,
  "de_lowest_ev": 5.8697,
  "homo_ev": [-13.3, -13.8],
  "lumo_ev": [-6.28, -7.03],
  "gap_ev": [7.04, 6.77],
  "e_tot_ha": -644.82772,
  "species": ["H", "N", "H", "C", "H", "H", "C", "H", "C", "O", "O", "H", "H", "N", "C", "C", "C", "H", "H", "C", "O", "C"],
  "positions_angstrom": [[1.2912, 1.9883, 0.4679], [3.2668, 0.1882, 0.0619], [-1.6760, -2.8244, 0.2462], [-0.9106, -0.4680, -0.2796], [-0.3736, -3.3049, 1.1832], [-1.9711, -0.7039, -0.3080], [-3.0464, 1.7980, 0.3238], [-0.6404, 3.8061, -0.9190], [-0.6458, -2.9439, 0.2241], [3.5259, 1.3204, 0.2790], [4.0168, -0.7636, -0.1111], [-3.7370, 1.1041, -0.0044], [-3.3886, 2.7838, 0.3157], [-1.0447, 1.9509, -0.4799], [1.3341, -1.3754, -0.0348], [1.0257, 1.0134, 0.1325], [-0.0202, -1.5263, -0.0090], [-0.1031, -3.6766, -0.3766], [1.9827, -2.2237, -0.1645], [1.8610, -0.0792, -0.0119], [-0.3890, 3.0851, -0.2974], [-0.3576, 0.8516, -0.2384]]
}

=====

{
  "formula": "C23H26FN4O5PtS2",
  "method": "ωB97M-V/def2-TZVPD",
  "total_charge": -1,
  "de_lowest_ev": 1.0610,
  "homo_ev": -4.9,
  "lumo_ev": 2.16,
  "gap_ev": 7.04,
  "e_tot_ha": -2503.07726,
  "species": ["C", "C", "S", "H", "C", "H", "H", "C", "C", "S", "O", "H", "H", "C", "F", "H", "C", "C", "H", "C", "H", "H", "C", "H", "H", "C", "O", "H", "H", "C", "N", "H", "C", "C", "C", "N", "H", "H", "N", "O", "H", "C", "H", "Pt", "C", "H", "C", "C", "O", "C", "C", "H", "C", "N", "H", "H", "H", "O", "H", "C", "H", "H"],
  "positions_angstrom": [[-2.3755, -6.3471, -0.2761], [-1.2099, -5.4249, -0.1942], [2.5428, -2.8161, 0.0810], [-2.6178, -1.3612, 3.2232], [-0.5338, -1.0725, 2.7204], [0.6413, 3.0803, -2.6056], [-2.6536, 1.5509, -1.8962], [0.5387, -0.1833, 2.6542], [-1.7820, -0.6751, 3.1800], [5.3645, 0.1851, -0.0640], [-0.5764, 0.2191, -1.3392], [0.9716, 4.3616, 0.9015], [1.1607, 1.8169, 3.0801], [-1.9457, 0.6329, 3.5860], [-3.1641, 1.0368, 4.0277], [-0.6650, 4.3274, -4.2315], [-0.5466, 3.7092, -0.2921], [1.1503, -5.1592, 0.2228], [-2.9197, 3.2280, -1.3982], [-0.1467, 1.2539, -0.8575], [-2.2418, -3.5758, -0.6611], [-1.0926, 4.9837, -2.6448], [-2.4154, 2.2974, -1.1374], [3.4643, 2.3229, -2.1390], [-0.2552, -2.1798, -0.5528], [-1.2934, -4.0537, -0.4317], [2.5397, 2.5611, 0.9849], [-2.1889, 3.8804, -3.4718], [4.1257, 2.5464, -0.5884], [0.3311, 1.1213, 3.0975], [4.1944, 2.0874, -1.4850], [-0.3871, -2.0940, 2.3896], [4.5614, 0.7762, -1.3829], [-0.9092, 1.5420, 3.5604], [-0.9064, 2.5479, -1.1898], [4.2237, -0.0094, -2.4380], [-2.6250, 2.5449, 1.0104], [-2.4372, 0.8647, 0.4936], [1.0255, 1.2860, -0.1532], [-3.4844, -5.8721, -0.9048], [2.0644, -1.6648, 2.4594], [1.0747, -3.7802, -0.0217], [2.6943, 0.0007, 2.4338], [1.8798, -0.6704, 0.1176], [0.0307, -5.9629, 0.1413], [-1.0764, 2.5566, 3.8981], [1.8677, -0.6443, 2.1315], [-2.8862, 1.8240, 0.2325], [-2.3915, -7.4669, 0.1600], [-0.4402, 2.9064, -2.6298], [1.4700, 2.4390, 0.4138], [-0.6010, 2.0075, -3.2288], [-0.1768, -3.2419, -0.3529], [0.6309, 3.5685, 0.3782], [3.4789, 0.2742, -3.0532], [4.3271, -0.9987, -2.2816], [-3.9705, 1.7052, 0.2498], [-1.2080, 4.7261, -0.2052], [2.1084, -5.5878, 0.4905], [-1.1387, 4.0970, -3.2756], [-3.2932, -5.0026, -1.2748], [0.0937, -7.0250, 0.3395]]
}